# C31H46BCl36F3IN6O5

A 13-piece molecular cluster, C31H46BCl36F3IN6O5 overall in a non-equilibrium geometry (ωB97M-V with the def2-TZVPD basis set, the OMol25 dataset).

The geometry in XYZ format:
```
129
Properties=species:S:1:pos:R:3:mulliken_charge:R:1
C 3.007 -4.029 5.962 -1.237
C 2.472 -2.632 6.266 -0.755
I 0.340 -2.700 6.471 0.146
C 2.968 -1.547 5.285 -1.444
C 2.706 -1.880 3.795 -0.319
N 3.891 -2.659 3.316 -0.190
C 4.756 -1.968 2.485 -0.486
N 6.018 -2.062 2.723 0.162
C 7.107 -1.468 1.943 -0.659
C 7.458 -0.031 2.331 -0.681
C 8.134 0.058 3.697 0.872
F 7.764 -0.947 4.519 -0.288
F 9.475 -0.088 3.523 -0.293
F 7.955 1.227 4.289 -0.245
N 4.329 -1.231 1.380 0.657
O 4.516 -2.083 0.263 -0.490
C 2.894 -0.758 1.440 -0.483
C 2.953 0.599 0.700 -1.529
C 1.668 1.402 0.522 -0.585
O 1.567 2.462 1.099 -0.608
N 0.638 0.908 -0.305 0.821
C 0.948 1.069 -1.728 -1.516
C -0.668 1.476 0.030 -0.872
B 2.114 -1.857 0.501 1.926
O 1.766 -3.069 1.092 -0.695
O 1.854 -1.670 -0.830 -0.547
C 2.327 -0.662 2.875 0.662
C 0.776 -0.664 2.788 -1.167
C 0.086 -0.011 4.020 -0.961
C -0.327 1.453 3.756 1.030
C -0.374 2.324 5.032 -0.698
N 0.579 3.437 5.030 -0.712
O 2.619 0.615 3.500 -0.378
C 3.888 0.842 3.606 0.797
N 5.002 0.995 3.868 -0.690
H 2.593 -4.758 6.656 0.469
H 4.098 -4.056 5.992 0.311
H 2.691 -4.346 4.964 0.311
H 2.878 -2.338 7.234 0.696
H 2.623 -0.565 5.599 0.559
H 4.055 -1.547 5.426 0.604
H 1.898 -2.606 3.796 1.306
H 3.536 -3.449 2.772 0.465
H 6.271 -2.623 3.528 0.469
H 7.988 -2.082 2.134 0.606
H 6.915 -1.510 0.877 0.207
H 8.218 0.297 1.620 0.475
H 6.630 0.666 2.236 0.230
H 5.027 -1.603 -0.406 0.450
H 3.354 0.375 -0.295 0.702
H 3.681 1.275 1.150 0.298
H 0.581 2.024 -2.106 0.642
H 0.474 0.273 -2.301 0.231
H 2.017 0.980 -1.921 0.522
H -0.867 1.370 1.093 0.126
H -0.736 2.533 -0.244 0.337
H -1.419 0.906 -0.519 0.378
H 0.843 -3.274 0.899 0.302
H 2.435 -2.189 -1.401 -0.042
H 0.417 -0.102 1.923 0.000
H 0.393 -1.676 2.692 0.716
H -0.832 -0.575 4.171 0.403
H 0.662 -0.120 4.933 0.024
H 0.417 1.904 3.095 -0.239
H -1.277 1.452 3.217 0.058
H -0.270 1.741 5.948 0.387
H -1.353 2.799 5.075 -0.125
H 1.510 3.117 4.788 0.274
H 0.303 4.119 4.335 0.294
C 4.600 -2.800 -3.962 -0.159
Cl 3.002 -2.291 -4.487 -0.013
Cl 5.734 -1.452 -3.999 -0.124
Cl 4.519 -3.493 -2.328 -0.097
H 4.960 -3.570 -4.633 0.402
C 0.075 0.655 -5.684 0.680
Cl 0.949 1.875 -4.746 -0.148
Cl 0.764 0.514 -7.294 -0.104
Cl 0.109 -0.906 -4.855 -0.153
H -0.956 0.964 -5.778 -0.269
C -4.049 0.859 -7.756 0.511
Cl -3.077 1.994 -6.807 -0.080
Cl -3.463 0.771 -9.415 -0.127
Cl -4.037 -0.733 -6.999 -0.032
H -5.069 1.221 -7.772 -0.266
C -4.010 -0.394 5.077 -0.078
Cl -2.843 0.595 5.962 -0.081
Cl -3.575 -0.551 3.369 -0.113
Cl -4.162 -1.985 5.821 -0.119
H -4.973 0.098 5.123 0.396
C -3.764 5.324 4.302 -0.175
Cl -2.609 6.323 5.194 -0.122
Cl -3.249 5.149 2.622 -0.110
Cl -3.956 3.735 5.047 -0.025
H -4.722 5.826 4.313 0.424
C -4.550 -4.675 -5.640 0.031
Cl -5.638 -5.848 -4.893 -0.131
Cl -5.420 -3.638 -6.767 -0.104
Cl -3.738 -3.705 -4.407 -0.110
H -3.795 -5.218 -6.194 0.304
C -0.901 5.506 -4.973 0.112
Cl -0.674 5.805 -6.694 -0.124
Cl -1.831 6.801 -4.223 -0.119
Cl -1.687 3.943 -4.715 -0.085
H 0.073 5.473 -4.503 0.231
C -8.516 0.690 -6.469 0.044
Cl -7.746 1.741 -7.662 -0.124
Cl -7.864 -0.948 -6.561 -0.076
Cl -8.326 1.349 -4.846 -0.111
H -9.570 0.643 -6.696 0.242
C -5.059 4.351 8.850 -0.007
Cl -4.119 5.316 7.712 -0.061
Cl -4.681 2.634 8.661 -0.102
Cl -4.778 4.873 10.510 -0.121
H -6.108 4.488 8.627 0.290
C 4.715 1.519 -8.477 0.016
Cl 6.019 0.347 -8.261 -0.124
Cl 3.759 1.669 -7.001 -0.033
Cl 5.355 3.084 -8.975 -0.121
H 4.065 1.156 -9.263 0.267
C -10.860 4.288 -8.244 -0.029
Cl -9.839 5.391 -7.324 -0.108
Cl -10.228 4.055 -9.873 -0.111
Cl -11.011 2.738 -7.407 -0.100
H -11.847 4.722 -8.321 0.353
C -6.033 -9.417 -3.753 0.395
Cl -7.406 -10.038 -4.667 -0.115
Cl -6.532 -8.926 -2.131 -0.123
Cl -4.740 -10.615 -3.673 -0.127
H -5.652 -8.546 -4.268 -0.032
```

HOMO-LUMO gap: 6.847 eV
LUMO: -3.790 eV
charge: +1